1.
Computed, not measured: a structure of composition C49H47N11OP3Se2W, with wB97M-V/def2-TZVPD.

XYZ file:
```
114
Properties=species:S:1:pos:R:3:forces:R:3:mulliken_charge:R:1
W -1.121 1.518 -0.502 -0.6 0.3 -1.3 1.2044
C -1.546 7.124 -1.174 0.0 -0.2 -0.1 -0.7916
N -1.464 5.692 -1.522 0.0 0.5 -0.2 0.1356
C -1.480 5.183 -2.800 0.0 0.2 0.2 -0.7888
C -1.368 3.836 -2.679 0.0 -0.1 0.3 -0.6023
N -1.294 3.524 -1.341 0.2 -0.2 -0.3 0.3199
C -1.349 4.666 -0.665 -0.2 -0.1 -0.1 0.0768
P -1.233 4.783 1.146 -0.1 0.1 0.0 -0.3900
C -2.448 3.487 1.529 0.0 -0.1 0.1 -0.0138
N -2.412 2.233 1.080 -0.2 -0.2 -0.2 0.3329
C -3.500 1.578 1.614 0.3 0.0 0.1 -0.5257
C -4.182 2.451 2.398 0.0 0.2 0.1 -0.6567
N -3.501 3.644 2.342 -0.4 0.3 0.3 0.1254
C -3.889 4.877 3.055 0.1 -0.2 -0.1 -0.7870
C 0.259 3.743 1.211 0.2 0.1 -0.1 -0.0848
N 0.488 2.688 0.429 -0.1 -0.5 0.0 0.1569
C 1.794 2.304 0.636 -0.1 0.1 0.0 -0.6171
C 2.349 3.144 1.544 0.0 0.2 0.1 -0.9118
N 1.371 4.045 1.897 0.2 0.1 0.3 0.1934
C 1.548 5.155 2.856 0.0 -0.2 -0.2 -0.8118
H -1.692 7.688 -2.089 0.0 0.0 -0.1 0.3358
H -0.624 7.451 -0.701 0.0 0.0 0.0 0.3374
H -2.388 7.304 -0.513 0.0 0.0 0.0 0.3339
H -1.555 5.815 -3.671 0.0 0.0 0.1 0.4758
H -1.330 3.086 -3.449 0.0 0.0 0.0 0.5661
H -3.702 0.538 1.425 0.0 0.0 -0.1 0.3776
H -5.073 2.322 2.992 0.1 0.1 0.0 0.4750
H -4.796 4.675 3.614 0.0 0.0 0.0 0.3385
H -4.085 5.677 2.348 0.0 0.0 -0.1 0.3252
H -3.107 5.173 3.748 0.0 0.0 0.0 0.3394
H 2.249 1.481 0.114 0.0 0.0 0.0 0.6458
H 3.341 3.179 1.965 -0.1 0.0 0.0 0.5896
H 2.369 4.905 3.519 0.0 0.0 0.0 0.3531
H 0.649 5.281 3.450 -0.1 0.0 0.0 0.3550
H 1.779 6.078 2.330 0.0 0.0 -0.1 0.3288
Se 2.009 -4.403 0.709 0.2 0.1 0.1 -0.2161
P 2.307 -2.772 2.001 0.0 0.0 -0.1 0.8326
C 3.965 -2.058 1.977 0.1 0.1 -0.1 0.4544
C 4.185 -0.683 2.008 0.0 0.0 0.0 0.3081
C 5.482 -0.186 2.056 0.0 0.0 0.0 -0.6411
C 6.558 -1.064 2.088 0.0 0.0 0.0 -0.6753
C 6.339 -2.437 2.066 0.0 0.0 0.0 -0.7777
C 5.046 -2.937 2.004 0.1 0.1 0.0 -0.6278
C 1.948 -3.079 3.735 0.0 0.0 0.1 0.8236
C 1.475 -4.327 4.121 -0.1 0.0 0.1 -0.5532
C 1.269 -4.596 5.469 0.0 0.0 0.0 -0.7309
C 1.537 -3.624 6.420 0.0 0.0 0.0 -0.4885
C 2.015 -2.375 6.034 0.0 0.0 0.0 -0.7597
C 2.225 -2.102 4.695 0.1 0.0 0.0 -0.4328
C 1.221 -1.372 1.533 -0.1 -0.2 0.3 0.1744
C 0.843 -0.848 0.314 -0.3 0.1 0.0 0.0386
N -0.104 0.100 0.619 -0.2 0.5 0.0 1.7671
N -0.261 0.166 1.959 0.3 -0.5 -0.3 -0.5181
N 0.503 -0.717 2.504 0.1 0.1 -0.1 -0.6562
P 1.346 -1.031 -1.410 -0.2 -0.3 0.1 0.6102
Se 0.288 0.626 -2.438 -0.1 0.5 0.4 -0.3731
C 3.094 -0.778 -1.633 0.1 0.1 0.0 0.9825
C 3.596 0.468 -2.023 0.1 -0.1 0.1 -0.7775
C 4.960 0.627 -2.204 0.0 0.0 0.0 -0.9529
C 5.814 -0.452 -2.012 0.0 0.0 0.0 -0.7048
C 5.313 -1.691 -1.632 0.0 0.0 0.1 -0.7727
C 3.952 -1.866 -1.439 0.0 0.0 0.0 -0.3650
C 0.866 -2.590 -2.115 0.0 -0.1 0.0 1.2036
C -0.125 -3.365 -1.520 -0.1 0.0 -0.1 -0.6660
C -0.497 -4.563 -2.104 0.0 0.0 0.0 -1.0399
C 0.126 -4.990 -3.272 0.0 0.0 0.0 -0.7597
C 1.118 -4.218 -3.863 0.0 0.0 0.0 -0.8405
C 1.495 -3.014 -3.288 -0.1 0.0 -0.1 -0.7047
H 3.343 0.001 2.011 0.0 0.0 0.0 0.1131
H 5.658 0.884 2.078 0.0 -0.1 0.0 0.4129
H 7.569 -0.678 2.135 -0.1 0.0 0.0 0.4526
H 7.180 -3.121 2.100 -0.1 0.0 0.0 0.4614
H 4.873 -4.007 1.976 0.0 0.0 0.0 0.4221
H 1.281 -5.084 3.372 0.0 0.0 0.0 0.3659
H 0.910 -5.571 5.774 0.0 0.0 0.0 0.4303
H 1.383 -3.840 7.471 0.0 0.0 -0.1 0.4166
H 2.236 -1.624 6.782 0.0 0.0 0.0 0.4217
H 2.617 -1.136 4.398 0.0 0.0 0.0 0.2969
H 2.929 1.303 -2.201 0.0 0.0 0.0 0.2986
H 5.356 1.587 -2.514 0.0 0.0 0.0 0.4890
H 6.879 -0.328 -2.170 -0.1 0.0 0.0 0.4563
H 5.982 -2.529 -1.486 0.0 0.0 0.0 0.4955
H 3.563 -2.835 -1.141 0.0 0.1 0.0 0.3677
H -0.556 -3.073 -0.575 -0.1 0.1 0.1 0.6537
H -1.241 -5.189 -1.623 0.1 0.0 0.0 0.5816
H -0.147 -5.942 -3.712 0.0 0.0 0.0 0.5048
H 1.610 -4.561 -4.765 0.0 0.0 0.0 0.4818
H 2.272 -2.416 -3.749 0.0 0.0 0.0 0.5549
C -4.354 -2.526 -3.927 0.1 0.2 0.0 -1.1474
N -4.091 -1.105 -3.653 -0.1 -0.2 0.0 -0.3078
N -3.583 -0.663 -2.463 -0.1 -0.2 0.1 1.2043
C -3.248 0.642 -2.612 0.0 0.0 0.2 0.3909
O -2.781 1.342 -1.609 1.0 -0.1 0.8 -0.7026
C -3.551 1.029 -3.904 0.0 0.2 -0.2 -1.2725
C -4.067 -0.097 -4.533 0.0 -0.1 -0.2 0.5731
C -4.501 -0.281 -5.945 0.0 0.0 0.1 -1.6437
C -3.725 -1.356 -1.222 -0.1 0.0 0.0 -1.3942
C -4.875 -2.051 -0.886 -0.2 0.0 0.0 0.1342
C -4.936 -2.682 0.351 0.0 0.0 0.0 -0.9271
C -3.874 -2.597 1.246 0.0 0.0 0.0 -0.9925
C -2.739 -1.867 0.910 0.0 -0.1 0.1 -0.5051
C -2.675 -1.261 -0.331 0.1 0.1 -0.1 1.8679
H -3.847 -3.133 -3.185 0.0 0.0 0.0 0.4756
H -3.951 -2.766 -4.906 0.0 0.0 -0.1 0.4090
H -5.421 -2.735 -3.910 0.0 0.0 0.0 0.3579
H -3.430 2.009 -4.336 0.0 -0.1 0.0 0.6276
H -4.551 0.682 -6.446 0.0 0.0 0.0 0.3939
H -5.484 -0.753 -6.000 0.0 0.0 0.0 0.3835
H -3.793 -0.911 -6.488 0.0 0.0 0.0 0.3768
H -5.718 -2.096 -1.564 0.0 0.0 0.0 0.5688
H -5.828 -3.236 0.618 0.0 0.0 0.0 0.4643
H -3.932 -3.095 2.207 0.0 0.0 -0.1 0.5264
H -1.912 -1.784 1.606 0.0 0.0 0.0 0.4361
H -1.795 -0.727 -0.675 0.2 -0.4 0.0 0.1235
```
Positions in Å, forces in eV/Å.

Output
* HOMO: -0.506 Eh
* total energy: -8466.3020 Ha
* total charge: +3
* strongest force on any atom: 1.5 eV/A
* M: 1240.67 g mol⁻¹

---

2.
Computed, not measured: an isolated molecule of CH4N2OS, with wB97M-V/def2-TZVPD.

XYZ file:
```
9
Properties=species:S:1:pos:R:3:forces:R:3:mulliken_charge:R:1
C 1.461 0.084 -0.508 -2.4 -2.0 2.1 -0.0100
N -1.523 0.372 0.324 0.7 3.8 -0.1 -0.5072
N -0.810 -0.649 -0.194 -0.4 -2.9 -3.0 -0.1898
O 0.501 -0.776 0.291 3.1 2.5 -1.1 -0.2252
S 2.949 0.250 -0.009 0.2 0.0 -0.1 -0.2454
H 0.957 0.543 -1.355 -0.1 -0.2 0.0 0.3700
H -1.188 0.338 1.242 -0.3 0.7 2.7 0.2413
H -1.126 1.354 0.012 -1.1 -2.6 0.1 0.2716
H -1.222 -1.515 0.197 0.2 0.7 -0.6 0.2948
```
Positions in Å, forces in eV/Å.

Output
* SMILES: NNOC=S
* HOMO: -0.347 Eh
* total energy: -623.3057 Ha
* energy relative to the best compared isomer or geometry (same formula, charge and spin): 402.9 kJ/mol
* strongest force on any atom: 4.2 eV/A
* M: 92.12 g mol⁻¹

---

Number 1: HOMO-LUMO gap 5.07 eV. Number 2: HOMO-LUMO gap 9.28 eV.